1.
Density functional theory data (ωB97M-V with the def2-TZVPD basis set) for a gas-phase ion, C5H15N2 (charge +1).

Values from the calculation:
Energy above the lowest of the compared OMol25 structures with the same formula, charge and spin, kJ/mol: 167.21
Net charge: +1
Orbital gap, eV: 10.68
Highest occupied orbital energy, eV: -14.03
SMILES: CC(C)[C@@H]([NH3+])CN

Each line ends with the Mulliken charge.
CARTESIAN COORDINATES (ANGSTROEM)
1 C -0.62054 -1.89589 -0.31435  -1.55
2 C -1.12263 -0.57980 0.14740  0.48
3 C -2.11106 0.04707 -0.87964  -1.32
4 C -0.08365 0.40485 0.41479  -0.12
5 N 0.71847 0.29152 1.78784  -0.27
6 C 0.94431 0.31015 -0.71754  -0.56
7 N 2.03537 1.30556 -0.45168  -0.70
8 H -1.39952 -2.64351 -0.52282  0.45
9 H -0.15976 -1.82412 -1.22735  0.42
10 H 0.00450 -2.43588 0.44653  0.32
11 H -1.72117 -0.79514 1.08657  0.23
12 H -2.90196 -0.62384 -1.23752  0.41
13 H -2.60287 0.97993 -0.44333  0.34
14 H -1.54981 0.41194 -1.80799  0.24
15 H -0.49062 1.51807 0.42955  0.30
16 H 1.62401 0.78113 1.51175  0.41
17 H 0.32617 0.93746 2.60502  0.40
18 H 0.72256 -0.70245 2.11227  0.37
19 H 1.57090 -0.48516 -0.75432  0.49
20 H 0.45187 0.64614 -1.70400  0.19
21 H 1.81398 2.19194 -0.81851  0.21
22 H 2.99628 1.14562 -0.93295  0.25

=====

2.
Density functional theory data (ωB97M-V with the def2-TZVPD basis set) for a molecular structure, C12H8F3N3O4PdS.

Values from the calculation:
Net charge: -2
Orbital gap, eV: 4.50
Highest occupied orbital energy, eV: 0.61

Each line ends with the Mulliken charge.
CARTESIAN COORDINATES (ANGSTROEM)
1 Pd -0.26415 0.13740 -0.95491  -0.23
2 F -0.32540 5.54786 -0.33204  -0.24
3 C 0.85500 5.27701 -0.93046  0.65
4 F 1.63227 6.35792 -0.60699  -0.34
5 F 0.64341 5.42138 -2.25435  -0.24
6 C 1.47338 3.98969 -0.53445  -0.11
7 C 2.68748 3.99934 0.13623  -0.18
8 C 3.26410 2.79639 0.51535  -0.60
9 C 2.59942 1.62300 0.16890  -0.51
10 N 1.45497 1.58847 -0.47831  -0.24
11 C 0.82459 2.75395 -0.81943  0.47
12 S -0.69374 2.63151 -1.53772  -0.53
13 H 3.17610 4.93908 0.35776  0.41
14 H 4.20785 2.76313 1.04271  0.33
15 H 3.02486 0.65742 0.42630  0.34
16 C -1.99817 -0.87064 2.29078  -1.15
17 C -1.71419 -1.89072 1.24893  0.01
18 N -1.12963 -1.63879 0.10924  -0.07
19 C -1.01579 -2.82841 -0.56222  0.33
20 C -1.56301 -3.84044 0.21238  0.13
21 N -1.99897 -3.21579 1.34908  -0.02
22 C -1.76449 -5.33395 0.04950  0.61
23 O -1.28855 -5.85653 -0.98965  -0.81
24 O -2.38085 -5.89318 0.96687  -0.78
25 C -0.35142 -2.85607 -1.87188  0.42
26 O -0.14861 -4.05608 -2.41846  -0.59
27 O 0.01282 -1.84046 -2.43592  -0.55
28 H -1.59938 0.07846 1.92413  0.19
29 H -1.51354 -1.13312 3.23273  0.30
30 H -3.07098 -0.77143 2.46163  0.29
31 H -2.45472 -3.72174 2.09439  0.22
32 H -0.58067 -4.81466 -1.86012  0.47